Run A
{"formula": "C3H9N4", "method": "ωB97M-V with the def2-TZVPD basis set", "orbital_gap_ev": 9.92, "charge": 1, "e_homo_ha": -0.4933, "smiles": "C1=NCNC[NH2+]N1", "species": ["C", "C", "C", "N", "N", "N", "N", "H", "H", "H", "H", "H", "H", "H", "H", "H"], "xyz": [[1.26711, -1.39368, -0.02501], [-1.16413, -1.34757, 0.09368], [-0.73747, 0.87767, 0.37097], [0.14425, -1.85687, 0.05628], [1.74537, -0.05323, 0.08380], [0.86445, 1.06223, -0.19265], [-1.60324, 0.00648, -0.26740], [2.13060, -2.04616, 0.05723], [-1.69974, -2.14483, -0.34613], [-1.39149, -1.45104, 1.23534], [-0.98117, 1.84792, 0.16262], [-0.53808, 0.62389, 1.31708], [2.39944, 0.12100, 0.74483], [1.03842, 1.40532, -1.14644], [1.16977, 1.84354, 0.38914], [-2.17588, 0.11472, -1.02391]]}

Run B
{"formula": "C3H9N4", "method": "ωB97M-V with the def2-TZVPD basis set", "orbital_gap_ev": 10.09, "charge": 1, "e_homo_ha": -0.5147, "species": ["C", "C", "C", "N", "N", "N", "N", "H", "H", "H", "H", "H", "H", "H", "H", "H"], "xyz": [[2.15610, -0.40750, -0.50560], [0.93151, 1.18725, 0.69616], [-1.53969, -0.45330, -0.10061], [1.59874, -1.35037, 0.13781], [-1.03788, 0.64990, 0.22315], [1.82272, 0.88926, -0.27026], [-2.87227, -0.72617, -0.26715], [3.02376, -0.58170, -1.25560], [0.70126, 2.26953, 0.77439], [0.64920, 0.77026, 1.71574], [-0.96048, -1.20694, -0.44132], [2.00175, -2.26969, 0.11108], [-1.64843, 1.31576, 0.83903], [1.92989, 1.51127, -1.01220], [-3.54857, -0.04067, 0.03979], [-3.20762, -1.55689, -0.68440]]}

Least stable = run A

Run A
{"formula": "C4H12", "method": "ωB97M-V with the def2-TZVPD basis set", "orbital_gap_ev": [2.87, 12.05], "charge": -1, "spin_multiplicity": 2, "s2": 0.750, "e_homo_ha": [0.0555, -0.2786], "species": ["C", "C", "H", "H", "H", "H", "H", "H", "C", "C", "H", "H", "H", "H", "H", "H"], "xyz": [[-1.05741, -0.65240, -2.36476], [0.41111, -1.06889, -2.49382], [-1.72014, -1.53047, -2.33736], [-1.30979, -0.07733, -1.47145], [-1.52019, -0.08064, -3.17978], [0.46216, -1.51284, -3.50505], [1.09842, -0.27951, -2.21602], [0.64379, -1.99973, -1.96505], [1.13253, 0.63722, 2.41272], [-0.30671, 1.16548, 2.48587], [1.78461, 1.23120, 3.05606], [1.04997, -0.40325, 2.73627], [1.53365, 0.70019, 1.40334], [-0.65237, 1.17545, 1.44519], [-0.55325, 2.13767, 2.91303], [-0.99639, 0.55785, 3.08080]]}

Run B
{"formula": "C4H12", "method": "ωB97M-V with the def2-TZVPD basis set", "orbital_gap_ev": [2.83, 12.18], "charge": -1, "spin_multiplicity": 2, "s2": 0.750, "e_homo_ha": [0.0566, -0.2845], "species": ["C", "C", "H", "H", "H", "H", "H", "H", "C", "C", "H", "H", "H", "H", "H", "H"], "xyz": [[2.29337, -0.33136, 1.22987], [1.36062, 0.80182, 1.67504], [3.24968, 0.02097, 0.85720], [2.44192, -1.01096, 2.07312], [1.81086, -0.92791, 0.45816], [1.56931, 1.76233, 1.20618], [0.33373, 0.55013, 1.42511], [1.37055, 0.94436, 2.75936], [-1.33449, -0.15154, -0.87631], [-2.35446, -0.30922, -2.00113], [-0.29773, -0.36595, -1.16286], [-1.38770, 0.84807, -0.44119], [-1.51828, -0.81615, -0.03228], [-2.00637, -1.02044, -2.75178], [-2.52369, 0.64963, -2.49593], [-3.32535, -0.63094, -1.62196]]}

Run C
{"formula": "C4H12", "method": "ωB97M-V with the def2-TZVPD basis set", "orbital_gap_ev": [2.74, 11.84], "charge": -1, "spin_multiplicity": 2, "s2": 0.750, "e_homo_ha": [0.0573, -0.2725], "species": ["C", "C", "H", "H", "H", "H", "H", "H", "C", "C", "H", "H", "H", "H", "H", "H"], "xyz": [[1.04704, 1.36084, -0.62721], [2.31541, 1.08365, 0.08965], [0.10343, 1.01487, -0.23039], [0.89377, 2.43366, -0.76651], [1.17849, 1.13257, -1.68543], [3.14356, 0.68578, -0.51125], [2.22394, 0.39722, 0.94903], [2.79100, 1.88955, 0.67922], [-2.18956, -1.27409, 0.82626], [-1.18739, -1.28286, -0.37035], [-3.15226, -1.73994, 0.57274], [-1.77074, -1.75020, 1.71119], [-2.51178, -0.26862, 1.11954], [-1.20004, -0.29118, -0.81319], [-1.38473, -1.95458, -1.18819], [-0.30013, -1.43667, 0.24492]]}

Least stable = run C

Run A
{"formula": "C4H12", "method": "ωB97M-V with the def2-TZVPD basis set", "orbital_gap_ev": [2.72, 12.02], "charge": -1, "spin_multiplicity": 2, "s2": 0.750, "e_homo_ha": [0.0586, -0.2808], "species": ["C", "C", "H", "H", "H", "H", "H", "H", "C", "C", "H", "H", "H", "H", "H", "H"], "xyz": [[1.93477, -0.14710, 1.65059], [1.24942, -0.89938, 0.49004], [2.04255, 0.92344, 1.47728], [1.38534, -0.37191, 2.56069], [2.95956, -0.52113, 1.75458], [0.38718, -0.38330, 0.09079], [0.92739, -1.86830, 0.87711], [1.96269, -1.04391, -0.31762], [-1.91270, 0.42990, -0.36700], [-1.32408, 0.57985, -1.76725], [-2.02896, -0.62557, -0.13344], [-1.39345, 1.03669, 0.35751], [-2.87237, 0.95998, -0.29696], [-0.91606, 1.59370, -1.87951], [-1.98499, 0.35620, -2.60265], [-0.41630, -0.01918, -1.89416]]}

Run B
{"formula": "C4H12", "method": "ωB97M-V with the def2-TZVPD basis set", "orbital_gap_ev": [2.80, 11.66], "charge": -1, "spin_multiplicity": 2, "s2": 0.750, "e_homo_ha": [0.0548, -0.2649], "species": ["C", "C", "H", "H", "H", "H", "H", "H", "C", "C", "H", "H", "H", "H", "H", "H"], "xyz": [[1.84520, 2.20062, 0.79099], [0.41060, 2.55037, 0.56070], [2.38911, 3.16282, 0.70530], [2.17523, 1.77455, 1.81458], [2.17611, 1.55292, 0.00884], [-0.00432, 1.77808, 0.06270], [0.18280, 3.40781, -0.10551], [-0.20756, 2.69108, 1.54405], [-1.35334, -1.82573, -0.18268], [-0.96613, -2.90952, -1.15122], [-1.33644, -2.30359, 0.83253], [-0.49267, -1.11166, -0.23823], [-2.23083, -1.28893, -0.42196], [-1.22116, -3.88999, -0.73190], [-1.19284, -2.72802, -2.31988], [0.14458, -3.13953, -1.25722]]}

Least stable = run B

Run A
{"formula": "C4H12", "method": "ωB97M-V with the def2-TZVPD basis set", "orbital_gap_ev": [2.81, 11.69], "charge": -1, "spin_multiplicity": 2, "s2": 0.750, "e_homo_ha": [0.0552, -0.2683], "species": ["C", "C", "H", "H", "H", "H", "H", "H", "C", "C", "H", "H", "H", "H", "H", "H"], "xyz": [[2.74924, -0.33122, 1.00372], [1.63871, 0.45278, 0.20932], [3.55389, -0.88144, 0.49805], [3.27993, 0.28350, 1.75055], [2.04772, -0.99130, 1.68238], [0.87002, 0.67604, 1.00889], [1.27325, -0.07713, -0.66975], [2.02529, 1.45700, -0.14177], [-1.96093, 0.65834, -0.82970], [-2.43452, -0.77632, -0.48112], [-2.37343, 1.01313, -1.77225], [-2.17349, 1.32936, -0.02847], [-0.85727, 0.46904, -0.86118], [-1.99933, -1.24915, 0.37137], [-2.14996, -1.45590, -1.35087], [-3.48911, -0.57673, -0.38918]]}

Run B
{"formula": "C4H12", "method": "ωB97M-V with the def2-TZVPD basis set", "orbital_gap_ev": [2.91, 12.30], "charge": -1, "spin_multiplicity": 2, "s2": 0.750, "e_homo_ha": [0.0554, -0.2876], "species": ["C", "C", "H", "H", "H", "H", "H", "H", "C", "C", "H", "H", "H", "H", "H", "H"], "xyz": [[-0.75938, 1.53550, -1.56938], [-2.01266, 1.54899, -0.57950], [-0.59141, 0.50221, -1.86340], [-0.90464, 2.28314, -2.27866], [0.07669, 1.97292, -0.92512], [-3.05227, 1.54757, -1.10290], [-1.84228, 0.70925, 0.07754], [-1.99672, 2.47932, -0.00687], [1.20199, -1.42219, 1.75271], [1.59174, -1.76824, 0.28898], [2.11189, -1.18517, 2.34980], [0.45770, -0.57307, 1.90715], [0.77733, -2.30766, 2.30012], [0.66115, -2.05278, -0.25677], [2.40476, -2.47261, 0.06880], [1.87611, -0.79718, -0.16250]]}

Run C
{"formula": "C4H12", "method": "ωB97M-V with the def2-TZVPD basis set", "orbital_gap_ev": [2.74, 12.55], "charge": -1, "spin_multiplicity": 2, "s2": 0.750, "e_homo_ha": [0.0570, -0.2966], "species": ["C", "C", "H", "H", "H", "H", "H", "H", "C", "C", "H", "H", "H", "H", "H", "H"], "xyz": [[0.37990, -0.27921, 1.98554], [1.58651, -0.36432, 2.93367], [-0.24712, -1.16659, 2.10982], [-0.23252, 0.59806, 2.20346], [0.65758, -0.22788, 0.93573], [2.53471, -0.11960, 2.44336], [1.71885, -1.35681, 3.36157], [1.48252, 0.33508, 3.76787], [-1.24158, 1.02861, -2.21402], [-0.72466, -0.32566, -2.70345], [-2.29971, 0.94068, -1.98442], [-0.66041, 1.36305, -1.35999], [-1.13685, 1.73178, -3.04550], [-0.73836, -1.08063, -1.90128], [-1.38113, -0.74083, -3.47341], [0.30228, -0.33573, -3.05895]]}

Least stable = run A